(1)
{
  "formula": "C2HN2O2",
  "method": "ωB97M-V/def2-TZVPD",
  "e_homo_ev": -4.2,
  "charge": -1,
  "relative_energy_kj_mol": 219.9,
  "multiplicity": 1,
  "homo_lumo_gap_ev": 8.18,
  "species": ["C", "C", "N", "N", "O", "O", "H"],
  "positions_angstrom": [[0.5622, 0.0420, -0.9077], [-1.8373, -0.6811, 1.6261], [-1.7699, 0.3675, 1.1301], [1.6203, -0.2814, -1.2219], [2.6477, -0.5074, -1.7154], [-1.8682, -1.7569, 2.2408], [-0.2028, 0.3263, -0.3159]],
  "forces_ev_per_a": [[2.06, -0.82, -1.15], [0.08, -2.95, 2.22], [0.17, 2.02, -1.46], [-3.33, 1.29, 0.74], [4.03, -1.24, -1.52], [-0.11, 0.95, -0.88], [-2.89, 0.75, 2.06]]
}

***

(2)
{
  "formula": "C57H135O31P",
  "method": "ωB97M-V/def2-TZVPD",
  "e_homo_ev": [-10.8, -10.8],
  "charge": 1,
  "multiplicity": 2,
  "s_squared": 0.757,
  "homo_lumo_gap_ev": [8.91, 2.63],
  "species": ["C", "O", "P", "O", "O", "C", "O", "C", "H", "H", "H", "H", "H", "H", "H", "H", "H", "C", "O", "C", "C", "O", "C", "C", "O", "C", "H", "H", "H", "H", "H", "H", "H", "H", "H", "H", "H", "H", "H", "H", "C", "O", "C", "C", "O", "C", "C", "O", "C", "H", "H", "H", "H", "H", "H", "H", "H", "H", "H", "H", "H", "H", "H", "C", "O", "C", "C", "O", "C", "C", "O", "C", "H", "H", "H", "H", "H", "H", "H", "H", "H", "H", "H", "H", "H", "H", "C", "O", "C", "C", "O", "C", "C", "O", "C", "H", "H", "H", "H", "H", "H", "H", "H", "H", "H", "H", "H", "H", "H", "C", "O", "C", "C", "O", "C", "C", "O", "C", "H", "H", "H", "H", "H", "H", "H", "H", "H", "H", "H", "H", "H", "H", "C", "O", "C", "C", "O", "C", "C", "O", "C", "H", "H", "H", "H", "H", "H", "H", "H", "H", "H", "H", "H", "H", "H", "C", "O", "C", "C", "O", "C", "C", "O", "C", "H", "H", "H", "H", "H", "H", "H", "H", "H", "H", "H", "H", "H", "H", "C", "O", "C", "C", "O", "C", "C", "O", "C", "H", "H", "H", "H", "H", "H", "H", "H", "H", "H", "H", "H", "H", "H", "C", "O", "C", "C", "O", "C", "C", "O", "C", "H", "H", "H", "H", "H", "H", "H", "H", "H", "H", "H", "H", "H", "H"],
  "positions_angstrom": [[-0.5652, -24.9835, 38.0128], [-0.6656, -26.3720, 37.7519], [0.5454, -27.1557, 36.9893], [1.5810, -27.5679, 37.9636], [-0.2014, -28.2856, 36.1098], [0.5367, -29.4191, 35.6331], [0.9927, -26.0572, 35.8863], [2.1253, -26.2702, 35.1540], [-0.7421, -24.6964, 39.0493], [-1.2925, -24.4021, 37.4462], [0.4275, -24.6323, 37.7308], [0.6442, -29.4256, 34.5485], [0.0595, -30.3790, 35.8303], [1.5042, -29.5634, 36.1140], [2.7577, -25.3881, 35.0544], [1.8319, -26.6100, 34.1607], [2.7663, -27.1099, 35.4224], [-4.4649, -23.0025, 38.6540], [-3.7664, -23.1529, 37.4811], [-3.8755, -22.2014, 36.3754], [-2.8376, -22.5679, 35.3137], [-1.5536, -22.3438, 35.9041], [-0.5025, -22.4830, 34.9345], [0.8136, -22.0890, 35.5924], [0.5745, -20.7871, 36.1262], [1.2102, -20.5643, 37.3502], [-5.5264, -23.1632, 38.4654], [-4.3977, -21.9759, 39.0140], [-4.1135, -23.6628, 39.4469], [-3.7434, -21.1725, 36.7100], [-4.9244, -22.2149, 36.0792], [-3.0223, -21.9372, 34.4440], [-3.0469, -23.5262, 34.8385], [-0.7251, -21.7143, 34.1945], [-0.5598, -23.5252, 34.6203], [1.6472, -22.1984, 34.8987], [1.0234, -22.8250, 36.3686], [2.2927, -20.6913, 37.3342], [0.9734, -21.3993, 38.0096], [0.9151, -19.6899, 37.9302], [-2.4978, -30.8494, 34.1765], [-1.1954, -31.3671, 33.9918], [-1.0654, -32.1889, 32.7846], [0.4566, -32.4892, 32.4860], [1.1632, -31.2616, 32.4407], [2.5628, -31.4237, 32.0899], [3.0695, -30.0960, 31.5458], [3.0296, -29.0889, 32.5248], [3.6934, -27.8307, 32.1258], [-2.4866, -30.2460, 35.0842], [-3.1277, -31.7374, 34.2299], [-2.8658, -30.2051, 33.3780], [-1.4724, -31.6399, 31.9354], [-1.5548, -33.1611, 32.8432], [0.5772, -33.0110, 31.5367], [0.8448, -33.1378, 33.2713], [2.7218, -32.2061, 31.3478], [3.1664, -31.6809, 32.9603], [2.4937, -29.6877, 30.7152], [4.0347, -30.2965, 31.0807], [4.7312, -27.9550, 31.8164], [3.7738, -27.1622, 32.9830], [3.2033, -27.2589, 31.3378], [4.4953, -29.5952, 38.8090], [4.4046, -30.5642, 39.8195], [3.1060, -30.5406, 40.4518], [2.8302, -31.7222, 41.3875], [2.9741, -32.9232, 40.5888], [3.1254, -34.1980, 41.2933], [3.3565, -35.3256, 40.2867], [4.6759, -35.1338, 39.6861], [5.0230, -36.2786, 38.9097], [4.1238, -28.6226, 39.1317], [3.8802, -29.8640, 37.9503], [5.4843, -29.4377, 38.3787], [2.2636, -30.5483, 39.7602], [3.0738, -29.6388, 41.0633], [1.8213, -31.8696, 41.7728], [3.5337, -31.6927, 42.2195], [2.2078, -34.4346, 41.8318], [3.8730, -34.1930, 42.0865], [2.5892, -35.3883, 39.5151], [3.4137, -36.2707, 40.8267], [5.0591, -37.2313, 39.4379], [6.0696, -36.1652, 38.6269], [4.3446, -36.3845, 38.0631], [1.7742, -18.8022, 44.3483], [2.3166, -19.4817, 43.2175], [1.6622, -19.0789, 42.0014], [2.3216, -19.8092, 40.8145], [2.4340, -21.2240, 40.7994], [1.1502, -21.8836, 40.9836], [1.5198, -23.3593, 41.0209], [2.0386, -23.9580, 39.8044], [2.5301, -25.2599, 39.8818], [1.5907, -17.7360, 44.2153], [2.6083, -18.8975, 45.0435], [0.8700, -19.2362, 44.7750], [1.7180, -17.9945, 41.9062], [0.5886, -19.2461, 42.0883], [3.2984, -19.3368, 40.7108], [1.8492, -19.6319, 39.8484], [0.5852, -21.5774, 40.1031], [0.6143, -21.5166, 41.8589], [0.6628, -23.8786, 41.4497], [2.3101, -23.4665, 41.7639], [3.0361, -25.4939, 38.9451], [1.7988, -26.0600, 39.9967], [3.2928, -25.4750, 40.6302], [1.6852, -26.0260, 25.9134], [0.8262, -26.5762, 26.9232], [1.1616, -27.9220, 27.1958], [-0.0059, -28.5990, 27.9629], [0.1634, -28.2543, 29.3283], [-0.7129, -29.0498, 30.1543], [-0.6332, -28.6546, 31.5749], [-1.5762, -27.6503, 31.9110], [-1.4607, -27.1114, 33.2116], [1.6216, -24.9378, 25.9092], [1.3771, -26.3952, 24.9352], [2.7459, -26.1983, 26.0956], [2.0734, -28.0102, 27.7866], [1.3479, -28.4212, 26.2449], [0.0981, -29.6755, 27.8269], [-0.9444, -28.3170, 27.4856], [-0.4748, -30.1080, 30.0467], [-1.7099, -29.0672, 29.7142], [0.4003, -28.4045, 31.8142], [-0.8012, -29.5768, 32.1313], [-0.6194, -26.4778, 33.4924], [-1.6132, -27.8727, 33.9767], [-2.2801, -26.4182, 33.4016], [-0.9259, -29.7774, 40.3724], [0.1108, -29.4684, 41.3655], [0.5038, -28.0664, 41.3360], [-0.3151, -27.1364, 42.2732], [-1.7146, -26.9444, 42.0234], [-2.0616, -26.1478, 40.8736], [-3.5548, -26.2080, 40.6922], [-4.1902, -25.1473, 41.4529], [-4.1132, -25.3309, 42.9292], [-0.6198, -29.6237, 39.3376], [-1.9075, -29.3305, 40.5295], [-1.0628, -30.8396, 40.5754], [0.5115, -27.7908, 40.2815], [1.5156, -28.0129, 41.7379], [0.1209, -26.1378, 42.3026], [-0.2451, -27.5220, 43.2903], [-1.6553, -26.5284, 39.9365], [-1.7556, -25.1268, 41.1019], [-3.9565, -27.1576, 41.0457], [-3.8793, -26.0884, 39.6585], [-4.8263, -24.7048, 43.4655], [-3.1008, -25.0721, 43.2392], [-4.3011, -26.3643, 43.2204], [5.8437, -27.3551, 35.5360], [5.8195, -26.3794, 34.5300], [6.9788, -26.2200, 33.7095], [6.7554, -25.1156, 32.6381], [8.0497, -24.9592, 31.9947], [8.1445, -23.7594, 31.2029], [9.5030, -23.8700, 30.4199], [9.4241, -24.9460, 29.4586], [10.7047, -25.2504, 28.8703], [5.9614, -28.3560, 35.1208], [4.8870, -27.3723, 36.0580], [6.6614, -27.0372, 36.1828], [7.2892, -27.1599, 33.2531], [7.8294, -25.8467, 34.2798], [6.3704, -24.2484, 33.1745], [5.9793, -25.3668, 31.9150], [8.2758, -22.8662, 31.8137], [7.3402, -23.5687, 30.4924], [10.1593, -24.0093, 31.2789], [9.7991, -22.9722, 29.8773], [10.6398, -25.7557, 27.9067], [11.3846, -25.7115, 29.5867], [11.2130, -24.3256, 28.5973], [-3.2981, -28.2798, 37.4213], [-4.5782, -27.6867, 37.5733], [-4.6825, -26.3367, 37.1385], [-4.8712, -26.1986, 35.6489], [-6.1290, -26.7057, 35.2284], [-6.3648, -28.1323, 35.0786], [-7.3281, -28.3468, 33.8886], [-8.4786, -27.4567, 34.0268], [-9.3408, -27.4730, 32.9183], [-3.3384, -29.3392, 37.6749], [-2.5632, -27.8930, 38.1273], [-2.8815, -28.1937, 36.4178], [-3.8137, -25.7400, 37.4163], [-5.4960, -25.7776, 37.6010], [-4.1828, -26.7331, 34.9943], [-4.8232, -25.1300, 35.4400], [-6.9357, -28.5136, 35.9253], [-5.4522, -28.7216, 34.9902], [-7.5808, -29.3873, 33.6844], [-6.7937, -28.1961, 32.9506], [-8.8026, -26.9654, 32.1177], [-10.2603, -26.9123, 33.0858], [-9.6242, -28.4788, 32.6082], [5.3118, -31.7896, 34.4627], [4.4289, -32.8829, 34.7943], [4.2237, -32.9772, 36.1854], [3.2096, -34.0828, 36.6550], [1.9114, -33.9494, 36.0936], [1.1627, -32.7712, 36.3866], [0.5488, -32.7902, 37.8414], [-0.5660, -31.9295, 37.9780], [-1.7782, -32.3886, 37.4922], [5.4604, -31.8548, 33.3849], [6.2874, -31.7728, 34.9484], [4.7747, -30.8987, 34.7880], [3.8921, -31.9787, 36.4702], [5.2066, -33.1782, 36.6116], [3.2236, -34.2250, 37.7356], [3.4949, -35.0599, 36.2653], [0.3312, -32.6515, 35.6920], [1.7372, -31.8528, 36.2658], [1.2804, -32.4142, 38.5566], [0.2164, -33.7622, 38.2058], [-2.1881, -33.2768, 37.9730], [-1.7793, -32.7412, 36.4608], [-2.5066, -31.5852, 37.6017]],
  "forces_ev_per_a": [[0.47, 1.55, -0.51], [0.44, -1.67, -0.96], [-0.89, 1.03, -0.09], [-0.44, -0.37, -0.85], [0.44, 0.91, 1.43], [0.63, -1.47, -0.34], [-1.75, -0.39, 2.64], [2.00, -0.96, -2.56], [0.17, -0.64, 0.19], [-0.13, -0.28, -0.30], [-0.07, 0.16, 0.22], [0.08, 0.58, -0.02], [-0.79, 0.50, 0.34], [0.19, 0.69, 0.04], [-0.23, 0.12, 0.23], [-0.15, 0.42, -0.39], [-0.03, 0.02, 0.94], [-1.13, 1.29, 0.08], [1.92, -0.46, -1.83], [-0.45, -0.82, 1.43], [-0.62, 0.94, 0.65], [-0.62, -0.71, -0.48], [-0.65, 0.72, 0.87], [-1.19, -0.34, 0.48], [0.62, 0.15, -0.60], [0.45, -1.61, 1.14], [-0.38, -0.28, 0.26], [0.15, 0.25, 0.30], [0.12, -0.14, -0.30], [0.55, 0.05, 0.30], [-0.03, -0.30, -0.79], [0.26, 0.79, 0.00], [0.55, -0.84, 0.69], [0.14, -0.43, -0.74], [0.54, 0.06, -0.69], [0.10, 0.61, -0.26], [-0.01, 0.11, 0.53], [0.37, 0.71, -0.49], [-0.45, -0.29, 0.33], [-0.18, 0.38, -0.95], [0.16, -0.76, -0.11], [0.77, -0.73, -1.39], [1.64, 0.69, 0.16], [-1.03, 0.89, 0.90], [0.76, -0.44, -0.33], [-0.77, 1.21, 0.24], [-0.54, 0.09, -0.83], [1.39, 1.67, 0.34], [-0.13, -0.70, 0.51], [-0.08, -0.29, 0.16], [-0.75, 0.31, 0.41], [0.24, 0.04, -0.41], [-0.17, 0.09, -0.04], [-0.36, 0.02, 0.39], [-0.34, -0.16, -0.19], [0.16, -0.09, 0.21], [-0.25, -0.06, -0.23], [-0.23, -0.14, 0.25], [-0.58, -0.54, -0.37], [0.71, 0.22, 0.47], [0.09, -0.61, -0.14], [-0.34, -0.35, 0.27], [-0.52, -0.44, -0.20], [-0.68, 0.48, -0.70], [-0.81, -0.58, 0.71], [0.12, -0.27, 0.29], [1.09, -1.86, -0.88], [0.85, -0.86, 0.50], [-0.83, 0.71, -0.74], [1.97, 0.85, 0.23], [-1.17, -0.86, 0.26], [0.58, 0.37, 0.16], [-0.02, 0.23, 0.24], [-0.36, -0.18, -0.15], [0.34, -0.49, 0.70], [0.21, 0.34, -0.67], [-0.25, 0.33, 0.03], [-0.28, 1.29, 0.22], [0.18, -0.25, 0.11], [-0.49, 0.05, -0.03], [0.56, 0.31, -0.37], [-0.16, 0.14, -0.04], [-0.36, -0.12, 0.17], [-0.57, -0.02, 0.61], [-0.18, 0.39, -0.51], [0.16, -0.03, -0.24], [1.30, -0.30, 0.35], [-1.11, 0.64, -0.84], [0.03, -1.00, 0.48], [-0.02, 0.55, -0.67], [-0.46, 0.07, 1.71], [2.15, 0.47, -1.80], [0.57, -0.64, 0.42], [-1.12, 1.31, 0.54], [0.66, -0.65, -0.17], [0.06, 0.11, -0.48], [-0.40, 0.13, 0.52], [-0.09, -0.35, -0.24], [0.46, 0.15, -0.42], [-0.29, -0.45, -0.03], [0.37, -0.66, 0.12], [-0.62, 0.98, 0.17], [-0.58, -0.42, -0.11], [0.20, -0.44, 0.33], [-0.43, -0.61, -0.37], [0.12, 0.15, 0.24], [-0.22, 0.24, -0.18], [-0.69, 0.20, 0.01], [0.13, 0.65, 0.57], [-0.38, 0.29, 0.44], [0.76, 0.46, -0.24], [-1.07, -0.20, 0.00], [1.94, 0.52, -0.57], [-1.17, -0.61, 0.16], [0.22, 0.12, -1.67], [-0.10, -0.37, 0.77], [0.43, 0.65, 0.09], [-1.05, -0.01, 0.50], [-0.53, -0.03, 0.14], [0.20, -0.13, -0.13], [0.08, -0.55, 0.08], [0.14, 0.12, 0.20], [-0.13, -0.36, -0.16], [0.06, -0.34, 0.11], [-0.30, 0.35, 0.43], [0.79, -0.27, 0.17], [-0.49, 0.72, 0.34], [0.17, 0.46, 0.02], [-0.30, 0.07, 0.51], [0.87, -0.43, -0.61], [0.39, -0.36, 0.11], [-0.43, -0.05, -0.58], [0.69, -1.64, 1.05], [-0.89, 3.03, -0.72], [0.12, -2.48, -1.00], [-2.42, 0.82, 1.14], [1.87, -1.23, -0.64], [-0.67, -0.25, 0.11], [-1.13, 1.15, 1.55], [-0.12, -0.65, 1.20], [0.43, -0.15, -1.52], [0.43, 0.22, 0.07], [0.10, 0.81, 0.56], [-0.07, -0.01, -0.50], [-0.21, 0.57, -0.07], [-0.02, -0.05, 0.13], [0.66, 0.00, -0.62], [-0.15, -0.26, -0.13], [0.84, -0.17, 0.15], [0.23, 0.14, -0.34], [0.15, -0.33, -0.06], [0.25, 0.18, 0.04], [-0.02, 0.20, -0.61], [0.04, 0.07, 0.21], [-0.07, -0.14, -0.23], [0.64, 0.33, -0.34], [-0.74, 0.84, -1.33], [-0.17, 0.40, -0.10], [0.61, -0.98, 0.37], [-1.61, 1.10, 0.09], [1.71, -0.30, -1.09], [-1.48, -0.89, 0.20], [0.82, 0.12, 0.39], [-0.07, 1.33, 0.35], [0.44, -0.20, 0.00], [0.07, 0.41, 0.07], [0.02, -0.75, 0.61], [-0.15, -0.18, -0.14], [0.11, -0.13, 0.41], [0.47, 0.49, -0.03], [0.07, -0.28, -0.24], [-0.28, 0.03, 0.40], [-0.43, -0.52, 0.17], [0.88, -0.58, -0.42], [-0.25, 0.34, 0.21], [-0.55, -0.54, 0.47], [-0.20, -0.55, -0.03], [0.02, 0.47, 0.03], [-0.09, 0.01, 0.20], [-0.10, -0.14, 0.39], [0.97, 0.19, -0.53], [-0.71, -1.25, -0.43], [-0.89, -0.37, -0.23], [-1.26, 0.89, -0.09], [0.14, 1.23, -0.66], [1.01, -1.40, 0.77], [0.55, 0.21, -0.58], [-0.58, -0.11, -0.19], [0.08, 0.57, 0.03], [-0.04, 0.18, -0.12], [0.57, -0.11, 0.08], [-0.44, -0.74, 0.30], [0.97, 0.15, 0.42], [-0.24, 0.00, -0.31], [0.34, 0.21, 0.52], [0.17, 0.09, -0.24], [-0.63, -0.41, 1.05], [0.14, 1.09, -0.31], [-0.18, -0.12, -0.56], [0.19, 0.03, 0.53], [0.06, -0.21, -0.03], [-1.19, -0.63, 0.21], [0.50, -0.47, -0.67], [-0.21, -0.36, 0.27], [0.62, 0.35, -1.45], [-0.80, 0.82, 0.01], [-0.41, -0.45, 1.32], [0.36, 0.15, -0.34], [0.42, 0.95, 0.15], [-1.04, -0.64, -0.61], [-0.09, 0.30, 0.11], [0.06, -0.54, 0.28], [0.16, 0.55, -0.41], [-0.11, 0.11, 0.76], [-0.06, -0.04, 0.68], [-0.06, 0.71, 0.22], [0.44, 0.10, -0.18], [0.08, -0.54, -0.27], [0.37, -0.06, 0.10], [0.11, -0.11, 0.02], [0.36, -0.53, -0.46], [0.22, -0.11, 0.89], [0.39, 0.55, -0.50], [0.02, 0.00, -0.10]]
}

***

| no. | largest force on an atom (eV/Å) |
| --- | --- |
| 1 | 4.5 |
| 2 | 3.4 |